Molecular formula: C5H12OSi
Method: DFT, ωB97M-V with the def2-TZVPD basis set

* HOMO level: -8.1 eV
* ΔE to the lowest compared entry with this formula, charge and spin: 95.2 kcal per mole
* net charge: 0
* Kohn-Sham gap: 8.6 eV

Atoms and positions in Å:
C1 1.674 0.488 0.671
C2 0.833 0.915 -0.222
C3 1.748 -1.040 0.918
C4 0.493 2.210 -0.700
C5 -2.231 -0.860 0.851
O1 -1.918 -1.204 -0.466
Si1 -0.752 -0.860 -1.587
H1 2.248 1.244 1.123
H2 1.204 -1.663 0.209
H3 2.807 -1.145 0.864
H4 1.429 -1.408 1.911
H5 0.296 2.160 -1.768
H6 -0.454 2.624 -0.400
H7 1.199 2.953 -0.359
H8 -1.272 -0.317 1.246
H9 -2.490 -1.747 1.389
H10 -3.110 -0.190 1.030
H11 -1.168 0.087 -2.712
H12 -0.535 -2.248 -1.999

Which charges does Löwdin predict for the atoms? In e, they are: number 1, C, carries -0.191; number 2, C, carries -0.239; number 3, C, carries -0.111; number 4, C, carries -0.169; number 5, C, carries -0.168; number 6, O, carries -0.427; number 7, Si, carries 0.731; number 8, H, carries 0.089; number 9, H, carries 0.030; number 10, H, carries 0.047; number 11, H, carries 0.073; number 12, H, carries 0.060; number 13, H, carries 0.073; number 14, H, carries 0.080; number 15, H, carries 0.100; number 16, H, carries 0.064; number 17, H, carries 0.086; number 18, H, carries -0.066; number 19, H, carries -0.061


Molecular formula: C5H12N2
Method: DFT, ωB97M-V with the def2-TZVPD basis set

* HOMO level: -20.7 eV
* ΔE to the lowest compared entry with this formula, charge and spin: 52.3 kcal per mole
* net charge: +2
* Kohn-Sham gap: 11.3 eV

Atoms and positions in Å:
C1 -0.944 2.041 -1.422
N1 -0.937 1.225 -0.455
C2 -1.843 1.313 0.718
C3 0.106 0.044 -0.554
C4 1.104 -0.042 0.471
N2 1.619 -1.207 0.723
C5 1.347 -2.527 0.241
H1 -0.295 2.068 -2.305
H2 -1.544 2.926 -1.055
H3 -2.775 1.596 0.214
H4 -2.183 0.384 1.178
H5 -1.417 1.971 1.417
H6 0.579 0.109 -1.608
H7 -0.564 -0.812 -0.370
H8 1.599 0.938 0.837
H9 2.321 -1.273 1.467
H10 1.109 -3.142 1.177
H11 2.168 -3.111 -0.166
H12 0.550 -2.501 -0.507

Which charges does Löwdin predict for the atoms? In e, they are: number 1, C, carries 0.208; number 2, N, carries -0.123; number 3, C, carries 0.050; number 4, C, carries -0.049; number 5, C, carries 0.018; number 6, N, carries 0.063; number 7, C, carries 0.012; number 8, H, carries 0.150; number 9, H, carries 0.168; number 10, H, carries 0.127; number 11, H, carries 0.124; number 12, H, carries 0.105; number 13, H, carries 0.198; number 14, H, carries 0.145; number 15, H, carries 0.213; number 16, H, carries 0.198; number 17, H, carries 0.162; number 18, H, carries 0.129; number 19, H, carries 0.102


Molecular formula: C20H39GeN5O4SW
Method: DFT, ωB97M-V with the def2-TZVPD basis set

* HOMO level (alpha / beta): -17.5 / -17.8 eV
* ΔE to the lowest compared entry with this formula, charge and spin: 3.6 kcal per mole
* 2S+1: 2
* net charge: +3
* Kohn-Sham gap (alpha / beta): 6.4 / 7.1 eV

Atoms and positions in Å:
W1 -0.270 -0.006 -0.076
C1 -1.657 1.250 3.529
C2 -1.928 1.942 2.208
C3 -1.838 3.451 2.371
C4 -3.258 1.529 1.624
O1 -0.855 1.555 1.234
Ge1 0.821 2.485 0.961
O2 1.391 0.479 0.929
C5 2.678 0.039 1.584
C6 3.811 0.438 0.653
C7 2.766 0.780 2.908
C8 2.658 -1.457 1.802
O3 0.473 1.775 -0.879
C9 -0.023 2.668 -1.987
C10 -1.447 3.113 -1.708
C11 0.067 1.869 -3.269
C12 0.916 3.861 -2.005
H1 -2.403 1.561 4.260
H2 -1.707 0.166 3.430
H3 -0.673 1.525 3.916
H4 -2.659 3.803 2.996
H5 -0.906 3.745 2.862
H6 -1.913 3.962 1.409
H7 -4.042 1.694 2.361
H8 -3.501 2.109 0.731
H9 -3.251 0.467 1.371
H10 3.665 1.449 0.265
H11 4.751 0.430 1.204
H12 3.905 -0.253 -0.186
H13 2.966 1.845 2.761
H14 1.844 0.664 3.483
H15 3.586 0.376 3.501
H16 2.439 -1.984 0.870
H17 3.647 -1.763 2.143
H18 1.932 -1.738 2.564
H19 -2.145 2.277 -1.731
H20 -1.521 3.607 -0.739
H21 -1.756 3.830 -2.467
H22 -0.473 0.924 -3.183
H23 -0.385 2.437 -4.083
H24 1.105 1.665 -3.537
H25 0.757 4.513 -1.141
H26 1.959 3.539 -2.017
H27 0.735 4.457 -2.899
N1 2.646 -3.573 -4.208
C13 2.027 -2.839 -3.315
C14 0.831 -3.289 -2.677
C15 0.229 -2.515 -1.754
N2 0.697 -1.284 -1.383
C16 1.835 -0.838 -2.014
C17 2.505 -1.553 -2.940
H28 2.297 -4.479 -4.483
H29 3.489 -3.252 -4.660
H30 0.392 -4.245 -2.935
H31 -0.685 -2.838 -1.285
H32 2.177 0.145 -1.730
H33 3.387 -1.132 -3.406
O4 -3.936 -0.568 -2.248
C18 -2.973 -0.429 -1.654
N3 -1.937 -0.290 -0.998
C19 -3.700 -2.862 1.295
N4 -2.537 -3.752 1.126
C20 -1.275 -3.406 1.196
N5 -0.306 -4.305 1.077
S1 -0.834 -1.754 1.601
H34 -4.563 -3.347 0.850
H35 -3.521 -1.918 0.795
H36 -3.898 -2.682 2.350
H37 -2.748 -4.742 1.075
H38 -0.501 -5.297 1.041
H39 0.645 -4.033 1.261

Which charges does Löwdin predict for the atoms? In e, they are: number 1, W, carries 1.674; number 2, C, carries -0.017; number 3, C, carries -0.622; number 4, C, carries -0.036; number 5, C, carries -0.015; number 6, O, carries -0.524; number 7, Ge, carries 1.258; number 8, O, carries -0.529; number 9, C, carries -0.605; number 10, C, carries -0.007; number 11, C, carries -0.030; number 12, C, carries -0.043; number 13, O, carries -0.504; number 14, C, carries -0.619; number 15, C, carries -0.012; number 16, C, carries -0.017; number 17, C, carries -0.028; number 18, H, carries 0.115; number 19, H, carries 0.048; number 20, H, carries 0.093; number 21, H, carries 0.120; number 22, H, carries 0.081; number 23, H, carries 0.083; number 24, H, carries 0.115; number 25, H, carries 0.097; number 26, H, carries 0.055; number 27, H, carries 0.092; number 28, H, carries 0.117; number 29, H, carries 0.082; number 30, H, carries 0.079; number 31, H, carries 0.094; number 32, H, carries 0.118; number 33, H, carries 0.072; number 34, H, carries 0.117; number 35, H, carries 0.069; number 36, H, carries 0.070; number 37, H, carries 0.073; number 38, H, carries 0.119; number 39, H, carries 0.072; number 40, H, carries 0.115; number 41, H, carries 0.096; number 42, H, carries 0.082; number 43, H, carries 0.101; number 44, H, carries 0.117; number 45, N, carries 0.228; number 46, C, carries -0.253; number 47, C, carries 0.036; number 48, C, carries -0.130; number 49, N, carries -0.164; number 50, C, carries -0.120; number 51, C, carries 0.039; number 52, H, carries 0.148; number 53, H, carries 0.149; number 54, H, carries 0.137; number 55, H, carries 0.092; number 56, H, carries 0.105; number 57, H, carries 0.141; number 58, O, carries 0.298; number 59, C, carries -0.327; number 60, N, carries -0.070; number 61, C, carries -0.024; number 62, N, carries 0.016; number 63, C, carries -0.719; number 64, N, carries 0.165; number 65, S, carries 0.741; number 66, H, carries 0.111; number 67, H, carries 0.043; number 68, H, carries 0.110; number 69, H, carries 0.173; number 70, H, carries 0.148; number 71, H, carries 0.114


Molecular formula: C9H20Cl4N2O7
Method: DFT, ωB97M-V with the def2-TZVPD basis set

* HOMO level: -10.5 eV
* ΔE to the lowest compared entry with this formula, charge and spin: 28.2 kcal per mole
* net charge: 0
* Kohn-Sham gap: 10.1 eV

Atoms and positions in Å:
C1 -1.540 -2.440 -4.593
N1 -2.521 -3.554 -4.729
O1 -2.029 -4.597 -5.160
O2 -3.707 -3.533 -4.377
H1 -1.644 -1.991 -3.605
H2 -1.733 -1.697 -5.367
H3 -0.533 -2.842 -4.704
C2 5.350 3.821 0.121
N2 4.569 2.694 -0.616
O3 5.139 2.088 -1.519
O4 3.454 2.411 -0.184
H4 6.391 3.548 0.295
H5 4.741 4.046 0.996
H6 5.315 4.486 -0.742
C3 -1.104 -3.582 3.940
O5 -2.240 -2.868 3.516
C4 -2.051 -1.553 3.142
O6 -0.940 -0.962 3.078
O7 -3.177 -1.266 2.465
C5 -3.467 0.054 2.057
H7 -1.163 -4.643 3.696
H8 -1.053 -3.648 5.026
H9 -0.212 -3.131 3.505
H10 -2.816 0.325 1.227
H11 -3.290 0.801 2.831
H12 -4.501 0.170 1.731
Cl1 0.146 -2.760 -0.564
C6 0.496 -0.997 -0.400
C7 1.359 -0.330 -1.480
Cl2 0.677 -0.473 -3.105
H13 0.834 -0.776 0.613
H14 -0.426 -0.427 -0.289
H15 2.379 -0.715 -1.453
H16 1.391 0.699 -1.122
Cl3 -1.565 3.087 2.425
C8 -0.102 2.628 1.455
C9 -0.137 3.286 -0.002
Cl4 -1.489 2.503 -0.850
H17 -0.018 1.546 1.359
H18 0.822 3.002 1.897
H19 0.765 3.242 -0.611
H20 -0.369 4.347 0.098

Which charges does Löwdin predict for the atoms? In e, they are: number 1, C, carries -0.003; number 2, N, carries -0.417; number 3, O, carries 0.038; number 4, O, carries 0.046; number 5, H, carries 0.060; number 6, H, carries 0.101; number 7, H, carries 0.086; number 8, C, carries 0.076; number 9, N, carries -0.422; number 10, O, carries 0.060; number 11, O, carries 0.025; number 12, H, carries 0.095; number 13, H, carries 0.092; number 14, H, carries 0.096; number 15, C, carries -0.065; number 16, O, carries -0.017; number 17, C, carries -0.479; number 18, O, carries 0.060; number 19, O, carries -0.005; number 20, C, carries -0.061; number 21, H, carries 0.093; number 22, H, carries 0.091; number 23, H, carries 0.091; number 24, H, carries 0.068; number 25, H, carries 0.065; number 26, H, carries 0.099; number 27, Cl, carries 0.530; number 28, C, carries -0.665; number 29, C, carries -0.643; number 30, Cl, carries 0.595; number 31, H, carries 0.065; number 32, H, carries 0.039; number 33, H, carries 0.077; number 34, H, carries 0.047; number 35, Cl, carries 0.546; number 36, C, carries -0.605; number 37, C, carries -0.620; number 38, Cl, carries 0.544; number 39, H, carries 0.040; number 40, H, carries 0.066; number 41, H, carries 0.052; number 42, H, carries 0.058


Molecular formula: C9H14O
Method: DFT, ωB97M-V with the def2-TZVPD basis set

* HOMO level: -8.4 eV
* ΔE to the lowest compared entry with this formula, charge and spin: 9.7 kcal per mole
* net charge: 0
* Kohn-Sham gap: 9.2 eV

Atoms and positions in Å:
C1 1.525 1.603 0.432
C2 0.403 1.104 -0.458
C3 0.677 0.315 -1.566
C4 -0.324 -0.023 -2.467
C5 -1.623 0.425 -2.242
O1 -2.647 0.182 -3.131
C6 -1.955 1.088 -1.067
C7 -0.910 1.525 -0.261
H1 1.718 2.629 0.112
H2 2.421 1.009 0.278
H3 1.208 1.743 1.465
H4 1.625 -0.197 -1.666
H5 -0.177 -0.705 -3.300
H6 -2.299 -0.089 -3.989
H7 -2.910 1.561 -0.921
H8 -1.118 2.160 0.587
C8 0.909 -2.202 2.789
C9 0.172 -1.391 1.741
H9 1.711 -1.626 3.238
H10 0.248 -2.564 3.587
H11 1.330 -3.153 2.439
H12 -0.787 -1.813 1.443
H13 0.756 -1.202 0.838
H14 0.047 -0.378 2.119

Which charges does Löwdin predict for the atoms? In e, they are: number 1, C, carries -0.058; number 2, C, carries -0.319; number 3, C, carries -0.062; number 4, C, carries -0.024; number 5, C, carries -0.321; number 6, O, carries 0.035; number 7, C, carries -0.007; number 8, C, carries -0.049; number 9, H, carries 0.079; number 10, H, carries 0.077; number 11, H, carries 0.072; number 12, H, carries 0.112; number 13, H, carries 0.113; number 14, H, carries 0.101; number 15, H, carries 0.114; number 16, H, carries 0.113; number 17, C, carries -0.171; number 18, C, carries -0.166; number 19, H, carries 0.058; number 20, H, carries 0.062; number 21, H, carries 0.062; number 22, H, carries 0.072; number 23, H, carries 0.050; number 24, H, carries 0.055


Molecular formula: CH3O7S
Method: DFT, ωB97M-V with the def2-TZVPD basis set

* HOMO level: -6.3 eV
* net charge: -1
* Kohn-Sham gap: 9.9 eV

Atoms and positions in Å:
C1 -0.608 0.877 -0.132
O1 0.301 -1.822 -0.719
O2 0.392 -1.228 1.673
O3 2.397 -1.470 0.380
O4 -0.908 0.316 -1.350
O5 -0.718 2.208 -0.214
O6 -1.236 0.276 0.921
O7 0.919 0.492 0.059
S1 1.035 -1.071 0.319
H1 -0.497 -0.622 -1.269
H2 -0.498 2.523 -1.103
H3 -0.579 -0.479 1.435

Which charges does Löwdin predict for the atoms? In e, they are: number 1, C, carries -0.744; number 2, O, carries -0.301; number 3, O, carries -0.267; number 4, O, carries -0.285; number 5, O, carries 0.013; number 6, O, carries 0.115; number 7, O, carries -0.018; number 8, O, carries -0.174; number 9, S, carries 0.486; number 10, H, carries 0.051; number 11, H, carries 0.123; number 12, H, carries 0.001